# 1
The ion C7H12NO2 with charge +1 in a non-equilibrium geometry. Source: the Open Molecules 2025 dataset; level of theory: ωB97M-V/def2-TZVPD.

Calculated values
LUMO level: -4.251 eV
E: -13028.7958 eV
maximum force: 0.1059 hartree/bohr
net charge: +1

Last column: natural (NBO) charge in e.
Atoms and positions in Å:
O1 -1.57 0.24 0.81  -0.474
O2 -1.85 2.29 0.02  -0.454
N1 0.23 1.27 -0.33  -0.404
C1 -1.18 1.35 0.20  0.903
C2 0.73 0.14 -0.48  0.426
C3 -0.32 -1.46 1.94  -0.684
C4 -0.90 -0.87 0.68  0.504
C5 1.92 -0.26 -1.08  -0.798
C6 -1.60 -1.75 -0.25  -0.724
C7 0.75 2.54 -0.65  -0.459
H1 1.69 2.36 -1.24  0.228
H2 -1.18 -2.86 -0.41  0.260
H3 2.77 0.40 -0.98  0.271
H4 0.12 3.22 -1.18  0.269
H5 0.13 -0.57 2.58  0.238
H6 2.29 -1.39 -0.87  0.290
H7 -1.71 -1.34 -1.22  0.243
H8 -1.12 -1.89 2.43  0.252
H9 0.51 -2.20 1.86  0.263
H10 1.85 -0.43 -2.22  0.320
H11 -2.67 -1.98 0.13  0.275
H12 1.11 3.19 0.27  0.256

# 2
A cluster of 2 separate species, C4H7N3S in total in a non-equilibrium geometry. Source: the Open Molecules 2025 dataset; level of theory: ωB97M-V/def2-TZVPD.

Calculated values
LUMO level (spin up / spin down): 0.541 / 0.541 eV
E: -19562.3240 eV
maximum force: 0.0879 hartree/bohr

Last column: natural (NBO) charge in e.
Atoms and positions in Å:
S1 -0.79 -2.63 0.51  0.366
N1 0.75 2.22 1.04  -0.576
N2 -1.80 -0.82 -1.04  -0.245
N3 -0.48 -0.44 -0.81  -0.139
C1 0.02 0.52 -1.59  -0.366
C2 -2.00 -1.99 -0.53  -0.121
C3 1.61 1.41 1.50  -0.068
C4 0.06 -1.11 0.18  -0.375
H1 -2.95 -2.50 -0.53  0.230
H2 -0.21 1.85 1.31  0.327
H3 1.50 0.50 2.02  0.159
H4 1.20 -0.96 0.36  0.233
H5 -0.63 1.26 -2.09  0.210
H6 1.06 0.93 -1.57  0.209
H7 2.67 1.77 1.25  0.154

# 3
The molecule C3H2ClFN2 in a non-equilibrium geometry. Source: the Open Molecules 2025 dataset; level of theory: ωB97M-V/def2-TZVPD.

Calculated values
SMILES string: Fc1n[nH]cc1Cl
LUMO level: 0.914 eV
E: -21361.4592 eV
maximum force: 0.0912 hartree/bohr

Last column: natural (NBO) charge in e.
Atoms and positions in Å:
Cl1 -2.58 -0.01 -0.09  0.068
F1 -0.76 2.20 0.09  -0.283
N1 1.11 0.91 -0.12  -0.293
N2 1.26 -0.38 -0.07  -0.321
C1 -0.20 1.06 -0.14  0.472
C2 0.09 -1.05 0.03  -0.071
C3 -0.90 -0.12 -0.05  -0.242
H1 2.21 -0.51 -0.16  0.422
H2 -0.23 -2.12 0.51  0.249

# 4
A structure of composition C23H35BeN4OSSb. Source: the Open Molecules 2025 dataset; level of theory: ωB97M-V/def2-TZVPD.

Calculated values
LUMO level: -6.011 eV
E: -50191.3706 eV
maximum force: 0.0077 hartree/bohr
net charge: +2

Last column: natural (NBO) charge in e.
Atoms and positions in Å:
Sb1 -0.14 1.15 -2.48  0.904
S1 1.64 -0.56 0.24  -0.323
O1 -1.37 -0.62 0.30  -0.930
N1 1.41 -3.30 0.76  -0.367
N2 -0.12 -2.16 2.19  -0.681
N3 3.13 -2.67 -0.42  -0.319
N4 -0.19 0.68 2.47  -0.718
C1 0.66 0.56 3.52  0.066
C2 0.80 1.53 4.48  -0.242
C3 1.24 0.17 -3.80  -0.713
C4 -1.44 -3.38 3.79  -0.227
C5 -0.98 -4.57 3.25  -0.085
C6 -0.06 -4.54 2.22  -0.248
C7 -1.76 2.03 1.12  -0.459
C8 -2.98 2.03 -3.20  -0.619
C9 1.46 0.91 -5.12  -0.626
C10 -0.99 -2.21 3.22  0.056
C11 -2.99 1.15 0.87  -0.436
C12 2.11 -4.45 0.35  -0.066
C13 0.90 3.02 -2.35  -0.714
C14 0.32 3.97 -1.29  -0.618
C15 0.38 -3.32 1.73  0.423
C16 -1.66 1.69 -3.89  -0.725
C17 3.16 -4.05 -0.37  -0.016
C18 4.13 -1.83 -1.07  -0.413
C19 2.07 -2.21 0.25  0.295
C20 0.02 2.67 4.38  -0.091
C21 -2.70 -0.34 0.81  -0.069
C22 -0.94 1.80 2.36  0.264
C23 -0.86 2.80 3.32  -0.231
Be1 -0.09 -0.62 1.34  1.594
H1 -1.32 -1.26 3.60  0.226
H2 -1.32 -5.53 3.64  0.258
H3 3.91 -4.63 -0.87  0.263
H4 -0.74 4.17 -1.47  0.205
H5 2.17 0.09 -3.24  0.207
H6 -3.41 1.15 -2.72  0.195
H7 -1.48 3.67 3.23  0.247
H8 -1.22 -0.26 -0.61  0.520
H9 -3.72 2.41 -3.91  0.235
H10 -2.11 3.06 1.14  0.250
H11 0.87 -0.84 -3.97  0.223
H12 1.24 -0.35 3.55  0.217
H13 1.85 1.91 -4.96  0.211
H14 0.30 -5.47 1.81  0.246
H15 -3.42 -0.86 0.18  0.222
H16 -3.75 1.31 1.65  0.239
H17 0.86 3.47 -3.34  0.233
H18 -2.73 -0.80 1.80  0.189
H19 -1.30 2.53 -4.48  0.232
H20 4.97 -2.45 -1.37  0.242
H21 -2.85 2.80 -2.43  0.195
H22 -3.43 1.48 -0.07  0.239
H23 4.47 -1.06 -0.38  0.240
H24 -1.09 1.95 0.26  0.235
H25 0.53 0.99 -5.69  0.216
H26 1.52 1.39 5.28  0.255
H27 1.94 2.79 -2.12  0.224
H28 0.84 4.93 -1.31  0.233
H29 3.70 -1.35 -1.95  0.234
H30 -1.79 0.84 -4.57  0.230
H31 0.42 3.56 -0.29  0.186
H32 1.80 -5.45 0.60  0.253
H33 -2.12 -3.36 4.62  0.260
H34 2.18 0.37 -5.74  0.227
H35 0.11 3.46 5.12  0.252

# 5
A structure of composition C17H23BBiN7OS in a non-equilibrium geometry. Source: the Open Molecules 2025 dataset; level of theory: ωB97M-V/def2-TZVPD.

Calculated values
LUMO level: -7.277 eV
E: -47816.3745 eV
maximum force: 0.0928 hartree/bohr
net charge: +2

Last column: natural (NBO) charge in e.
Atoms and positions in Å:
Bi1 0.03 -0.20 -0.08  2.078
S1 1.52 -0.62 -3.49  1.296
O1 1.21 -0.18 -2.04  -1.098
N1 -1.55 0.42 1.89  -0.403
N2 -0.72 0.16 2.97  -0.351
N3 -0.74 -2.31 2.26  -0.335
N4 1.68 -0.23 1.61  -0.484
N5 0.30 2.54 0.17  -0.842
N6 1.47 -1.07 2.74  -0.327
N7 -1.06 -2.15 0.89  -0.469
C1 -1.12 -4.32 1.39  -0.320
C2 -0.31 2.76 -1.09  0.096
C3 0.37 3.00 -2.21  -0.271
C4 1.97 -2.31 -3.28  -0.828
C5 -1.63 3.50 -3.47  -0.214
C6 2.60 -1.65 3.10  0.073
C7 0.02 -0.55 -4.42  -0.860
C8 -1.03 1.01 4.01  0.031
C9 -2.31 1.46 2.23  -0.028
C10 -0.26 3.41 -3.40  -0.177
C11 -2.38 3.02 -2.32  -0.159
C12 -1.73 2.76 -1.12  -0.275
C13 -1.24 -3.37 0.39  -0.009
C14 2.99 -0.39 1.32  -0.003
C15 -2.05 1.87 3.58  -0.319
C16 -0.82 -3.54 2.59  0.090
C17 3.58 -1.32 2.17  -0.322
B1 -0.04 -1.26 3.14  0.522
H1 3.43 0.25 0.55  0.241
H2 -2.23 3.93 -4.25  0.248
H3 -0.65 -1.41 -4.36  0.258
H4 2.70 -2.27 -2.47  0.265
H5 -2.29 2.44 -0.22  0.216
H6 1.03 -2.83 -2.87  0.238
H7 -0.17 -1.35 4.35  0.014
H8 1.44 2.88 -2.22  0.222
H9 -2.63 2.58 4.22  0.273
H10 -1.47 -3.52 -0.63  0.229
H11 -0.78 -3.82 3.61  0.253
H12 2.70 -2.23 4.05  0.271
H13 1.28 2.84 0.28  0.420
H14 2.44 -2.81 -4.17  0.294
H15 4.64 -1.66 2.14  0.274
H16 -3.42 2.92 -2.33  0.230
H17 -3.05 1.82 1.62  0.220
H18 0.41 3.67 -4.25  0.243
H19 0.32 -0.58 -5.50  0.286
H20 -1.17 -5.41 1.22  0.268
H21 -0.46 0.41 -4.19  0.282
H22 -0.53 0.96 4.94  0.244
H23 -0.27 2.75 0.96  0.417

# 6
A structure of composition C47H54F3N5O4P2RhS. Source: the Open Molecules 2025 dataset; level of theory: ωB97M-V/def2-TZVPD.

Calculated values
<S²>: 6.02
LUMO level (spin up / spin down): -2.427 / -4.885 eV
E: -105825.7327 eV
multiplicity: 5
maximum force: 0.0113 hartree/bohr
net charge: +1

Last column: Mulliken charge in e.
Atoms and positions in Å:
Rh1 -0.37 -1.06 0.06  1.574
S1 -2.38 6.75 2.64  -0.106
P1 -1.55 1.16 -0.33  1.176
P2 -0.86 0.54 2.14  0.236
F1 -0.19 -3.94 -0.27  -0.199
F2 -0.49 -3.56 1.84  -0.195
F3 -2.17 -3.42 0.47  -0.220
O1 -0.15 -4.86 -5.24  -0.647
O2 1.17 -1.26 2.34  -0.041
O3 2.36 -0.70 -1.96  -0.595
O4 5.67 -1.41 1.01  -0.610
N1 4.00 -1.00 -0.43  0.193
N2 1.27 -3.14 -5.60  0.247
N3 1.73 -1.01 0.19  1.291
N4 -1.66 1.73 1.26  1.020
N5 -1.04 -1.66 -2.07  0.268
C1 1.83 3.36 -1.00  -1.043
C2 -4.00 3.73 -2.31  -0.905
C3 1.29 2.19 -3.03  -0.664
C4 2.06 -1.31 1.47  -1.024
C5 -2.02 4.06 2.04  0.648
C6 -0.68 -2.91 -4.07  0.376
C7 0.17 1.64 -2.42  -0.948
C8 -2.05 -3.02 -4.25  -0.626
C9 2.04 -4.00 -6.52  -0.846
C10 3.22 -4.00 0.37  -1.050
C11 2.12 3.04 -2.32  -0.752
C12 3.88 -1.42 3.23  -1.265
C13 -1.67 -1.55 3.76  -0.647
C14 -3.89 -2.47 3.74  -0.734
C15 -0.21 -2.23 -2.96  -1.044
C16 -2.91 -2.41 -3.35  -1.378
C17 -5.19 3.02 -2.39  -0.573
C18 -4.28 -1.53 2.80  -0.768
C19 -1.43 6.57 4.16  -0.708
C20 3.37 -3.38 1.75  -1.200
C21 -2.96 1.85 -1.21  1.086
C22 -2.59 -2.48 4.22  -0.637
C23 -5.28 1.74 -1.88  -0.992
C24 1.04 2.19 3.26  -0.792
C25 4.49 -1.38 0.80  -0.505
C26 -3.05 5.08 2.50  -1.023
C27 -0.12 1.96 -1.10  1.268
C28 -0.85 -3.14 0.61  -0.248
C29 3.99 0.09 3.43  -1.229
C30 3.06 -1.55 -4.93  -0.886
C31 0.71 2.82 -0.39  -0.661
C32 -4.17 1.16 -1.28  -0.106
C33 1.67 -1.74 -5.51  -0.692
C34 3.45 -1.82 1.82  2.596
C35 -0.10 1.43 3.50  1.308
C36 2.67 -0.90 -0.81  -1.132
C37 2.96 -4.96 -5.79  -1.082
C38 -0.72 1.51 4.75  -1.142
C39 -2.89 3.15 -1.72  -0.406
C40 -2.63 2.68 1.83  -1.331
C41 -2.06 -0.60 2.82  0.935
C42 -3.37 -0.60 2.33  -0.542
C43 -2.35 -1.75 -2.27  -0.374
C44 0.19 -3.71 -5.02  0.258
C45 -0.21 2.34 5.73  -0.822
C46 1.56 3.02 4.24  -1.117
C47 0.93 3.09 5.48  -0.797
H1 1.33 3.74 6.25  0.457
H2 -0.65 -1.58 4.11  0.450
H3 -3.88 5.14 1.79  0.415
H4 2.47 4.04 -0.45  0.497
H5 2.99 3.47 -2.80  0.425
H6 3.04 0.58 3.25  0.178
H7 -6.21 1.19 -1.94  0.463
H8 2.54 -3.68 2.40  0.396
H9 4.85 -1.88 3.40  0.470
H10 -2.07 6.22 4.97  0.262
H11 1.33 -4.55 -7.13  0.454
H12 -2.99 2.26 2.78  0.712
H13 -4.60 -3.20 4.10  0.408
H14 -1.61 0.92 4.95  0.454
H15 4.11 -3.85 -0.24  0.321
H16 3.68 -4.43 -5.16  0.256
H17 3.28 -0.49 -4.82  0.404
H18 -4.25 0.16 -0.86  0.275
H19 -3.47 4.79 3.46  0.369
H20 -1.56 4.39 1.11  0.277
H21 2.60 -3.34 -7.17  0.409
H22 0.85 -2.13 -2.75  0.896
H23 3.82 -2.00 -5.58  0.444
H24 3.13 -2.01 -3.94  0.069
H25 2.38 -5.64 -5.16  0.320
H26 -2.43 -3.59 -5.09  0.555
H27 4.28 -3.75 2.22  0.481
H28 -1.22 3.98 2.78  -0.429
H29 3.18 -1.85 3.93  0.513
H30 -2.28 -3.22 4.95  0.454
H31 -5.30 -1.53 2.42  0.488
H32 2.45 3.59 4.05  0.518
H33 -2.98 -1.31 -1.51  0.348
H34 -3.93 4.74 -2.70  0.475
H35 0.92 -1.20 -4.93  0.364
H36 3.52 -5.56 -6.51  0.390
H37 1.52 1.94 -4.06  0.481
H38 -0.69 2.39 6.70  0.491
H39 -1.06 7.56 4.42  0.383
H40 4.29 0.32 4.45  0.512
H41 -6.06 3.48 -2.85  0.418
H42 -3.50 2.74 1.17  0.652
H43 1.54 2.12 2.30  0.953
H44 1.63 -1.32 -6.52  0.306
H45 -0.46 0.96 -2.98  0.499
H46 -0.58 5.90 4.03  0.122
H47 4.67 -0.82 -1.16  0.316
H48 0.46 3.09 0.63  0.521
H49 2.35 -3.62 -0.18  -0.056
H50 4.74 0.52 2.76  0.376
H51 -3.98 -2.47 -3.46  0.515
H52 3.08 -5.08 0.46  0.508
H53 -3.69 0.13 1.60  0.142
H54 -1.96 3.70 -1.67  0.451